1.
Density functional theory data (ωB97M-V/def2-TZVPD) for a 2-piece molecular cluster, C12H21Br2O4P3 overall.

## Properties
- charge = 0
- frontier orbital gap (eV) = 9.1
- SMILES string = C[C@@H](C[PH]#[PH]P(=O)(O)O)OCc1ccccc1.BrCCBr

Cartesian coordinates (Å):
C1 -2.37104 -1.03300 2.98783
C2 -1.61871 -1.22437 1.66346
C3 -2.57777 -1.00865 0.46808
P1 -3.08719 0.77298 0.28214
P2 -2.90373 1.14266 -1.87416
P3 -2.15201 3.18329 -1.93283
O1 -3.25543 4.11689 -2.18218
O2 -0.99273 3.12906 -3.02602
O3 -1.32159 3.56946 -0.60390
O4 -0.57566 -0.26265 1.66648
C4 0.54081 -0.56854 0.83149
C5 1.63955 0.40103 1.16824
C6 2.82627 -0.00574 1.76713
C7 3.80896 0.92471 2.08394
C8 3.60587 2.26551 1.81024
C9 2.42074 2.68161 1.21125
C10 1.44531 1.74863 0.88960
H1 -3.21665 -0.35524 2.86857
H2 -2.69375 -1.98445 3.40962
H3 -1.67684 -0.58358 3.69932
H4 -1.20298 -2.23625 1.59255
H5 -2.12076 -1.41472 -0.44031
H6 -3.50557 -1.55940 0.63561
H7 -2.01142 1.49525 0.83393
H8 -1.77069 0.40310 -2.27556
H9 -0.35830 3.85055 -2.90778
H10 -1.95034 3.69569 0.12095
H11 0.26706 -0.41142 -0.21960
H12 0.85291 -1.60702 0.98143
H13 2.98269 -1.05390 1.99687
H14 4.72458 0.60827 2.56780
H15 4.36538 2.99622 2.06011
H16 2.23606 3.72867 1.00238
H17 0.51849 2.08019 0.43321
Br1 -0.33628 -1.92954 -2.21673
C11 1.08227 -2.74186 -3.27351
C12 1.26012 -4.19640 -2.93129
Br2 2.15210 -4.42688 -1.21902
H18 1.97811 -2.15829 -3.08794
H19 0.78060 -2.62712 -4.31194
H20 1.89787 -4.68224 -3.66593
H21 0.31371 -4.72254 -2.86352

Force components x, y, z for each atom (eV/Å):
0.50 -0.04 0.03
-0.58 0.59 0.11
0.52 -0.12 -0.20
-0.74 0.36 0.42
-0.42 -0.44 -0.54
-0.31 0.30 -0.08
0.04 -0.12 0.09
0.18 0.00 0.29
0.01 -0.28 -0.07
0.34 -0.46 0.17
-0.18 0.53 -0.05
0.04 -0.18 0.08
-0.06 0.01 -0.02
-0.02 -0.06 0.06
-0.06 0.27 -0.10
-0.11 -0.15 0.02
0.08 0.23 0.03
-0.08 -0.09 0.07
-0.23 0.04 -0.13
-0.07 -0.04 0.02
0.08 0.05 0.03
-0.16 0.20 0.09
0.09 -0.09 0.02
0.38 -0.36 -0.21
0.35 0.31 0.28
0.00 -0.03 -0.13
0.16 0.23 0.04
0.03 -0.18 0.23
0.02 -0.01 -0.07
-0.03 0.01 -0.02
-0.01 -0.04 -0.05
0.00 -0.04 0.02
0.11 -0.01 0.01
0.02 -0.06 -0.02
0.15 -0.29 -0.41
-0.13 0.03 -0.05
0.14 -0.03 0.07
-0.06 0.00 0.01
0.02 -0.02 0.01
-0.02 -0.03 0.00
0.01 0.02 -0.01
-0.02 0.01 -0.03

2.
Density functional theory data (ωB97M-V/def2-TZVPD) for C57H73As3N2P2PbS6Si as an isolated structure in a non-equilibrium geometry.

## Properties
- charge = +2
- frontier orbital gap (eV) = 5.0
- ΔE to the lowest compared entry with this formula, charge and spin (kcal per mole) = 25.8

Cartesian coordinates (Å):
Pb1 1.05960 -0.29001 -0.16122
C1 -2.87936 -2.44084 2.38548
Si1 -1.25163 -1.52047 2.17999
C2 0.07053 -2.74420 2.77425
C3 -0.48976 -3.89912 3.34258
C4 0.27878 -4.83857 4.00582
C5 1.63361 -4.62040 4.18285
C6 2.22279 -3.51180 3.59684
C7 1.47767 -2.61721 2.83445
P1 2.42106 -1.25216 2.07124
C8 3.99015 -1.95290 1.45090
C9 4.18088 -3.32166 1.25186
C10 5.35809 -3.78903 0.68833
C11 6.35817 -2.90278 0.31899
C12 6.16491 -1.53960 0.48749
C13 4.97839 -1.06466 1.02068
C14 2.78896 -0.31277 3.61434
C15 1.93845 -0.45728 4.71481
C16 2.21500 0.19005 5.91015
C17 3.32525 1.01361 6.01844
C18 4.15538 1.18639 4.92236
C19 3.89294 0.53068 3.72877
C20 -1.70775 0.25994 2.69693
C21 -2.76175 0.19397 3.62354
C22 -3.54650 1.29067 3.92805
C23 -3.33346 2.48783 3.26379
C24 -2.23319 2.60499 2.43461
C25 -1.37886 1.53192 2.17886
P2 0.32253 2.00715 1.63548
C26 0.17653 2.90305 0.04631
C27 -0.76886 2.55620 -0.91928
C28 -0.67909 3.07902 -2.20422
C29 0.35183 3.94434 -2.53942
C30 1.28521 4.30799 -1.57803
C31 1.20727 3.78014 -0.30032
C32 0.57517 3.38673 2.82628
C33 0.35285 4.73043 2.52581
C34 0.52941 5.70044 3.50168
C35 0.91203 5.34126 4.78634
C36 1.11887 4.00497 5.09151
C37 0.95860 3.03462 4.11462
H1 -3.07467 -2.68369 3.43225
H2 -2.87259 -3.37300 1.82175
H3 -3.69965 -1.82536 2.02106
H4 -1.55110 -4.07601 3.28693
H5 -0.18909 -5.72940 4.40168
H6 2.22771 -5.30683 4.77064
H7 3.28186 -3.33941 3.73656
H8 3.42581 -4.03435 1.55139
H9 5.49361 -4.85295 0.54396
H10 7.28136 -3.27351 -0.10551
H11 6.93949 -0.84328 0.19354
H12 4.81982 0.00160 1.07982
H13 1.06229 -1.08681 4.66551
H14 1.55714 0.04841 6.75781
H15 3.53610 1.52474 6.94826
H16 5.02254 1.82896 4.99732
H17 4.56922 0.66964 2.89957
H18 -2.97418 -0.73289 4.13814
H19 -4.33348 1.20479 4.66532
H20 -3.98062 3.33735 3.43916
H21 -1.99265 3.57016 2.00680
H22 -1.58489 1.88961 -0.65401
H23 -1.41295 2.81130 -2.95345
H24 0.41797 4.33669 -3.54596
H25 2.08602 4.99253 -1.82960
H26 1.95808 4.04320 0.43447
H27 0.04202 5.03650 1.53621
H28 0.36066 6.74060 3.25539
H29 1.04208 6.10029 5.54605
H30 1.40576 3.71122 6.09314
H31 1.12586 1.99608 4.35405
C38 -4.46562 -2.82097 -0.35132
As1 -2.69188 -2.06611 -0.72318
C39 -1.98698 -3.79969 -1.31093
C40 -2.95017 -1.34691 -2.54420
C41 -3.97015 -0.22584 -2.91264
C42 -3.16619 0.99110 -3.38293
C43 -4.91434 0.20090 -1.77927
As2 -4.10802 0.89137 -0.11415
C44 -4.26483 2.81455 -0.49018
C45 -5.74040 0.78509 0.96745
C46 -4.81215 -0.79342 -4.07461
As3 -6.36459 0.07009 -4.99767
C47 -5.94038 1.98501 -5.09268
C48 -7.72264 0.15974 -3.57515
H32 -4.90630 -3.10837 -1.30619
H33 -5.14506 -2.14646 0.16546
H34 -4.34374 -3.71961 0.25031
H35 -2.77169 -4.32610 -1.85575
H36 -1.69927 -4.40119 -0.44912
H37 -1.12057 -3.67989 -1.95449
H38 -3.18815 -2.25356 -3.10433
H39 -1.94577 -1.05499 -2.86366
H40 -2.44123 1.26537 -2.61081
H41 -3.81346 1.84643 -3.57037
H42 -2.62356 0.76153 -4.30223
H43 -5.56707 -0.63383 -1.51449
H44 -5.55639 0.99617 -2.15910
H45 -5.28531 3.05943 -0.78553
H46 -3.57789 3.13011 -1.27427
H47 -4.02230 3.36914 0.41679
H48 -6.59790 1.16283 0.40986
H49 -5.61365 1.39147 1.86349
H50 -5.95022 -0.23792 1.28020
H51 -5.26057 -1.74184 -3.75664
H52 -4.13521 -1.04443 -4.89696
H53 -5.04251 2.15281 -5.68578
H54 -5.82599 2.45001 -4.11279
H55 -6.77252 2.46867 -5.60348
H56 -7.79970 -0.80447 -3.07264
H57 -8.68417 0.36788 -4.04266
H58 -7.52925 0.93819 -2.83868
C49 3.07042 -5.17480 -4.26901
S1 3.77366 -3.92121 -3.15481
C50 3.01598 -4.44273 -1.65734
C51 1.96922 -3.82247 -1.07181
S2 1.15873 -2.42133 -1.72295
S3 1.37342 -4.57805 0.38658
C52 2.56065 -5.85528 0.49912
S4 2.64010 -6.86939 1.77189
S5 3.62932 -5.87847 -0.86234
H59 3.52473 -5.01590 -5.24461
H60 1.99325 -5.04133 -4.33579
H61 3.31697 -6.17055 -3.91042
C53 4.44477 0.68201 -4.66256
N1 3.48203 0.94726 -3.59274
C54 2.24223 0.20471 -3.72390
C55 3.82149 1.58900 -2.47503
S6 3.23531 1.20927 -0.89255
N2 4.70808 2.59386 -2.55887
C56 5.36282 3.15254 -1.38136
C57 4.81253 3.42060 -3.76091
H62 4.42982 -0.39099 -4.85962
H63 5.44731 0.96142 -4.35403
H64 4.17782 1.19935 -5.58490
H65 1.92501 0.25824 -4.76594
H66 1.46437 0.65082 -3.10490
H67 2.36893 -0.84507 -3.45810
H68 5.63187 2.35820 -0.69129
H69 4.70954 3.85867 -0.86353
H70 6.26508 3.66795 -1.70373
H71 4.00340 3.19268 -4.44747
H72 5.76847 3.28484 -4.26779
H73 4.73020 4.46666 -3.46416

Force components x, y, z for each atom (eV/Å):
-0.28 -0.14 -0.62
0.13 0.00 0.01
-1.33 -0.51 0.33
0.36 0.59 -0.59
-0.20 0.07 -0.05
0.04 -0.01 0.07
-0.06 -0.01 0.00
-0.04 0.10 0.04
-0.09 0.08 0.01
0.29 -0.25 0.63
-0.14 -0.11 -0.14
0.17 0.13 0.27
0.23 0.13 0.16
-0.04 0.01 0.01
0.01 0.02 -0.07
0.00 -0.01 0.06
-0.04 0.13 -0.16
0.06 0.05 0.01
-0.01 0.03 -0.01
-0.06 0.00 -0.02
0.07 0.05 -0.02
-0.06 0.00 -0.04
0.53 0.05 -0.29
0.01 -0.18 -0.03
-0.02 0.12 0.01
0.03 -0.03 0.05
-0.02 -0.09 -0.06
0.05 0.05 0.08
-0.04 0.63 0.25
-0.04 -0.20 0.02
0.05 0.08 0.07
0.06 0.04 -0.12
-0.03 -0.01 0.03
0.05 -0.02 -0.02
-0.04 -0.01 -0.04
0.08 -0.08 -0.16
0.02 0.05 0.09
-0.02 0.00 -0.04
-0.02 0.00 0.01
-0.01 -0.06 0.09
0.05 0.09 -0.04
-0.02 -0.02 -0.01
0.03 -0.03 0.08
0.05 0.06 0.04
0.06 -0.06 0.00
-0.02 0.02 0.04
0.03 -0.02 -0.08
0.01 -0.03 -0.02
0.32 0.25 0.10
0.10 0.15 0.15
0.01 0.00 0.01
-0.02 0.02 -0.02
0.05 0.03 0.00
0.00 -0.03 0.00
-0.01 0.00 -0.01
0.03 -0.03 0.01
0.00 0.00 -0.01
0.01 0.03 0.04
-0.10 0.02 -0.06
0.00 -0.04 0.00
0.01 0.02 0.01
-0.02 0.02 0.02
0.08 -0.02 0.00
0.09 0.12 0.06
-0.01 0.05 0.02
-0.01 0.02 0.01
0.02 -0.01 -0.02
-0.02 -0.02 0.01
0.00 0.00 0.01
0.01 0.00 0.00
0.02 0.02 0.00
0.06 -0.14 0.07
-0.17 0.18 0.16
0.50 -0.42 0.04
0.00 -0.08 0.00
0.10 0.15 0.07
-0.04 0.12 0.04
-0.09 -0.14 0.18
0.04 -0.09 -0.09
-0.22 0.08 -0.05
0.03 0.03 0.02
-0.08 0.00 0.06
-0.13 0.14 -0.04
-0.02 -0.08 -0.10
0.04 0.02 0.14
0.05 0.05 0.04
0.04 0.05 -0.04
0.06 0.05 -0.02
0.03 0.02 -0.02
-0.04 0.04 0.02
0.02 0.00 0.06
-0.03 0.07 0.04
0.02 -0.05 0.07
0.01 -0.03 -0.02
-0.13 -0.11 -0.09
0.03 0.02 -0.01
0.07 0.01 0.01
-0.03 0.05 0.07
-0.03 -0.05 0.01
-0.01 -0.04 -0.03
-0.01 -0.04 0.00
-0.01 -0.01 -0.03
0.02 -0.01 -0.04
0.02 -0.01 -0.02
0.04 -0.01 -0.02
0.03 -0.01 0.00
-0.02 -0.03 -0.01
0.01 -0.03 0.00
0.00 0.01 0.00
-0.02 -0.03 -0.01
0.01 -0.01 -0.01
0.02 -0.02 -0.06
0.00 -0.02 0.01
0.02 0.15 0.10
0.11 -0.13 0.06
-0.12 0.02 -0.04
0.22 -0.15 -0.10
0.00 -0.13 0.13
-0.16 -0.31 -0.47
-0.26 -0.07 -0.26
0.08 -0.13 0.04
-0.46 -0.10 -0.18
0.01 -0.02 0.00
0.00 -0.05 -0.03
-0.01 -0.03 -0.06
-0.02 -0.04 -0.05
-0.09 0.00 -0.14
-0.10 -0.13 0.03
0.02 0.06 0.23
0.07 0.07 0.12
-0.01 -0.06 -0.04
-0.02 -0.06 0.06
0.04 0.05 -0.05
0.02 0.00 0.03
-0.01 0.02 0.00
0.04 0.04 0.02
-0.02 0.06 0.02
0.01 0.05 -0.01
0.06 -0.03 0.04
0.05 0.02 0.01
0.00 0.01 -0.02
0.00 -0.01 -0.02
-0.01 0.02 0.01
-0.01 -0.02 0.00
-0.01 -0.01 0.02

3.
Density functional theory data (ωB97M-V/def2-TZVPD) for a 4-piece molecular cluster, C4H15N2O overall in a non-equilibrium geometry.

## Properties
- charge = +1
- frontier orbital gap (eV) = 2.8
- ΔE to the lowest compared entry with this formula, charge and spin (kcal per mole) = 223.3

Cartesian coordinates (Å):
C1 -1.33800 2.91047 1.26223
N1 0.98973 0.17461 -2.39564
C2 0.55654 -0.49051 -3.59889
C3 -0.40000 2.39492 2.04516
N2 0.64431 -1.11298 1.79102
C4 0.07837 -2.42803 2.06649
H1 -1.66529 2.33003 0.41206
H2 -1.59787 3.93018 1.49313
H3 1.86661 -0.25419 -2.08481
H4 1.21368 -0.25291 -4.44267
H5 0.49709 -1.58353 -3.50456
H6 -0.43128 -0.08944 -3.82568
H7 0.13165 3.07249 2.71201
H8 0.07366 1.42082 2.12778
H9 0.25624 0.06362 -1.62055
H10 1.62798 -1.24456 1.57043
H11 0.82477 -3.05798 2.53178
H12 -0.77093 -2.26406 2.73682
H13 -0.31338 -2.82390 1.12055
H14 0.18252 -0.58039 1.04880
H15 -1.67114 -0.02827 -0.88437
O1 -0.75524 -0.08639 -0.56109

Force components x, y, z for each atom (eV/Å):
1.11 -0.90 0.28
0.54 -1.88 -0.68
-0.78 1.09 -0.01
0.99 0.81 0.69
0.63 -1.29 -0.83
-0.36 1.37 0.27
-0.76 0.30 0.06
-0.38 0.14 -0.64
0.14 0.36 0.04
0.31 -0.13 0.16
0.22 -0.05 0.05
-0.01 -0.24 -0.19
-0.47 -0.02 0.38
-0.48 -0.29 -0.76
-1.28 1.19 1.24
0.14 0.55 0.19
-0.04 -0.20 -0.08
-0.12 -0.35 -0.05
0.01 -0.37 0.09
-0.57 0.50 0.22
-0.01 0.00 0.00
1.18 -0.59 -0.42

For the records above, the corresponding HOMO level values read -8.81, -11.57, -12.70 eV.